The following is a quantum chemistry calculation of a 2-piece molecular cluster, C6H13N4OP overall in a non-equilibrium geometry, from the OMol25 dataset.

```
25
Properties=species:S:1:pos:R:3:nbo_charge:R:1
C 2.937 -1.976 1.192 -0.277
O 2.446 -0.565 0.958 -0.804
P 1.304 -0.132 2.063 1.074
N -0.189 -0.487 1.149 -0.483
C -1.154 0.294 0.653 0.191
N -2.130 -0.441 0.209 -0.514
C -1.755 -1.720 0.556 0.332
C -2.673 -2.872 0.163 -0.669
N -0.562 -1.807 1.121 -0.330
H 3.395 -2.060 0.265 0.200
H 2.115 -2.801 1.257 0.203
H 3.597 -2.154 2.009 0.188
H 1.337 1.288 1.473 -0.065
H -1.245 1.343 0.512 0.237
H -3.119 -3.174 1.123 0.237
H -3.173 -2.394 -0.672 0.250
H -1.983 -3.694 -0.043 0.226
C 1.114 3.623 -1.078 -0.050
N 0.123 2.845 -1.032 -0.422
C -0.688 2.473 -2.090 -0.462
H 1.722 3.831 -0.174 0.186
H 1.461 3.797 -2.113 0.141
H -0.488 1.353 -2.514 0.216
H -1.769 2.472 -1.927 0.219
H -0.620 2.957 -3.058 0.177
```

Calculated values
Maximum force in eV/A: 4.92
Structure (SMILES): COPn1cnc(C)n1.C=NC
Multiplicity: 1
Lowest unoccupied orbital energy in eV: 0.80
HOMO energy in eV: -9.30